{"formula": "C7H28N10O7", "method": "the ωB97M-V functional and the def2-TZVPD basis", "e_above_lowest_kcal_mol": 43.4, "homo_lumo_gap_ev": 9.357, "smiles": "NC(N)=O.NC(N)=O.NC(N)=O.NC(N)=O.NC(N)=O.CO.CO", "homo_energy_ha": -0.3456, "total_charge": 0, "energy_ev": -36949.708, "elements": ["N", "C", "N", "O", "H", "H", "H", "H", "N", "C", "N", "O", "H", "H", "H", "H", "N", "C", "N", "O", "H", "H", "H", "H", "N", "C", "N", "O", "H", "H", "H", "H", "N", "C", "N", "O", "H", "H", "H", "H", "C", "O", "H", "H", "H", "H", "C", "O", "H", "H", "H", "H"], "positions_angstrom": [[0.4010, 0.5775, -3.9092], [-0.0123, 0.7337, -5.1743], [0.0478, 1.9920, -5.6569], [-0.3045, -0.2586, -5.8506], [0.8780, 1.2820, -3.3768], [0.2438, -0.3778, -3.6035], [0.0121, 2.7611, -5.0095], [-0.2554, 2.1832, -6.5965], [-3.4483, 0.2882, -1.5675], [-3.4021, 1.5528, -2.0487], [-2.1455, 2.0548, -1.9644], [-4.3676, 2.1315, -2.5099], [-4.1959, -0.3260, -1.8389], [-2.7198, -0.0763, -0.9781], [-1.3704, 1.6136, -1.5012], [-1.9795, 2.9064, -2.4740], [4.0212, 1.7071, 5.6164], [2.7754, 1.4654, 5.1600], [2.6609, 1.3170, 3.8284], [1.7864, 1.4092, 5.8768], [4.8686, 1.7538, 5.0798], [4.0769, 1.8751, 6.6072], [1.7155, 1.3426, 3.4863], [3.4660, 1.5635, 3.2779], [-2.6959, 1.0495, 1.6383], [-3.5196, 0.4665, 2.5204], [-4.4159, 1.4415, 2.8932], [-3.8027, -0.7170, 2.7321], [-2.8363, 2.0273, 1.5026], [-2.2379, 0.3807, 1.0340], [-4.2456, 2.4082, 2.6964], [-5.1877, 1.1686, 3.4796], [2.0236, -2.4774, -2.8187], [0.6960, -2.6979, -2.9990], [0.4144, -3.7984, -3.6891], [-0.1863, -1.9102, -2.6740], [2.6021, -3.3007, -2.8829], [2.3507, -1.8482, -2.1043], [1.1992, -4.3177, -4.0427], [-0.5404, -4.0384, -3.8902], [3.0208, -2.4351, 3.3216], [1.9092, -3.3716, 3.3601], [3.3935, -2.1679, 4.3096], [3.8866, -2.7896, 2.7630], [2.6354, -1.5907, 2.7492], [1.0405, -2.9811, 3.4732], [0.4794, 0.2018, 0.5040], [-0.6548, -0.4124, -0.0970], [0.1300, 0.6865, 1.4176], [1.2633, -0.5067, 0.7718], [0.8702, 1.0622, -0.0462], [-0.3443, -1.0037, -0.7955]], "atomic_forces_ev_per_a": [[-0.084, -0.350, 0.761], [0.302, -1.616, -1.281], [-0.044, 1.303, -0.375], [-0.180, 0.962, 0.187], [-0.104, -0.146, -0.007], [0.229, 0.390, 0.655], [-0.022, -0.023, -0.128], [-0.097, -0.246, 0.104], [-0.433, -1.053, 0.430], [-0.389, -0.835, 0.121], [0.754, 1.718, -0.187], [0.325, 0.248, -0.369], [-0.132, 0.282, 0.249], [0.078, -0.128, -0.363], [-0.219, -0.360, -0.232], [-0.018, 0.027, 0.294], [0.768, 0.171, 1.066], [-1.313, 0.175, 0.584], [0.470, -0.261, -0.969], [0.428, -0.008, 0.261], [-0.231, -0.054, -0.120], [0.128, -0.070, -0.104], [0.225, 0.048, -0.263], [-0.476, 0.006, -0.468], [2.106, -1.765, 0.035], [-3.993, -0.149, -0.555], [-0.668, -0.064, 1.503], [1.815, 0.978, -0.069], [0.457, -0.043, -0.816], [0.376, 0.764, -0.289], [-0.258, 0.083, 0.260], [0.201, 0.203, 0.017], [1.128, -0.345, 0.373], [-0.723, 0.802, -0.241], [0.411, -1.065, -0.264], [-0.046, 0.355, 0.996], [0.141, 0.135, -0.034], [-0.429, 0.186, -0.071], [-0.523, -0.366, -0.272], [0.139, 0.075, -0.134], [-1.621, 0.170, -0.425], [1.539, -0.757, -0.077], [-0.355, 0.187, 0.112], [-0.362, -0.768, -0.093], [0.446, 0.552, 0.395], [0.334, 0.629, 0.090], [-0.533, 0.594, 0.634], [0.492, 0.267, 0.038], [-0.100, -0.353, 0.219], [0.043, -0.038, -0.168], [0.219, -0.316, -0.594], [-0.204, -0.131, -0.415]]}